1.
127
Properties=species:S:1:pos:R:3:forces:R:3:lowdin_charge:R:1 method="wB97M-V/def2-TZVPD" total_energy_ha=-7783.757574 e_above_lowest_kj_mol=0.0 homo_ha=-0.419 charge=+1 homo_lumo_gap_ev=8.856
Br 2.637273 -3.443535 3.108957 -0.215 -0.065 0.021 0.764
Cl -0.385561 1.703380 2.303437 -0.017 -0.040 0.202 0.750
S -4.523886 6.882190 0.586309 -0.149 -0.254 0.059 0.667
S -0.758509 -3.384754 -4.727490 -0.168 -0.143 -0.495 0.668
S 0.325519 5.720340 -0.918021 0.142 0.206 0.342 0.660
S 5.835933 -7.064068 -2.586364 0.013 0.062 0.087 0.661
P -0.607635 0.521838 5.354636 0.617 0.457 1.264 0.793
P 2.335624 1.928664 3.634117 0.718 -0.420 0.427 0.942
F 0.701566 -4.630265 0.223036 0.180 -0.109 0.345 -0.048
F 1.398597 -0.911842 4.720090 0.486 0.018 0.114 -0.001
O -0.483590 5.977837 -2.081519 -0.024 -0.220 -0.077 -0.313
O 5.212912 -7.676906 -3.730271 0.018 -0.035 -0.045 -0.317
O 0.361594 -3.858273 -3.942936 -0.069 0.145 0.124 -0.325
O -3.456590 7.000178 1.553392 0.024 0.129 -0.072 -0.334
O 1.867228 -0.883320 -0.916987 0.091 -0.590 0.558 0.191
O -1.756136 -2.535070 -4.122417 0.059 -0.027 0.234 -0.327
O 0.901382 4.410854 -0.694099 -0.064 -0.186 -0.136 -0.355
O 7.262400 -7.098409 -2.412425 0.048 -0.054 -0.084 -0.316
O -4.925737 8.006661 -0.212765 0.113 0.130 0.025 -0.302
N -0.408979 -0.124206 -1.473895 0.588 0.045 -0.248 -0.065
N 0.294749 1.192377 6.431706 0.061 -0.108 -0.732 -0.255
N 1.423163 -0.101990 1.895593 0.269 -0.096 0.689 -0.058
N -0.125582 -1.320473 3.056631 -1.153 1.607 0.286 0.084
N -0.025667 -1.408471 0.648906 -0.178 -0.380 0.198 0.205
C 0.421157 -3.980010 -0.966016 -0.177 0.331 -0.647 -0.204
C 4.453250 -2.362996 1.256997 -0.092 0.393 0.313 -0.129
C -0.885658 -3.225002 -0.847550 -0.136 -0.510 0.242 -0.127
C 5.020652 -7.660027 -1.095491 -0.155 0.068 0.236 -0.212
C -0.133326 -2.629550 -6.222768 0.099 -0.018 -0.194 -0.224
C -0.579992 6.233766 0.544464 0.086 0.091 0.236 -0.231
C 0.344532 -1.009850 1.831751 0.914 -0.563 -0.374 -0.328
C -1.357677 -4.584591 -7.029289 0.037 0.069 0.018 -0.203
C 5.254727 -5.373555 -2.464203 -0.162 0.159 0.086 -0.227
C -5.258529 4.426372 -0.163262 -0.012 0.055 0.027 -0.212
C -0.061769 -3.783543 -7.219217 -0.044 -0.086 0.075 -0.210
C -3.670045 -0.380728 3.641897 0.287 0.496 -0.202 -0.263
C 3.003331 -2.166865 1.681078 0.384 -0.103 -0.159 -0.715
C -2.660472 -1.009277 2.667039 -0.321 0.018 0.128 -0.187
C 0.427753 -0.296613 3.992136 -1.229 -0.207 -0.124 -0.546
C -4.201840 5.484290 -0.507421 -0.100 -0.256 -0.027 -0.211
C -1.507488 -1.802540 3.303120 -0.053 -0.706 -0.348 -0.121
C -5.114901 -0.516458 3.173197 0.243 0.077 0.240 -0.092
C 2.790644 -0.720214 2.113030 0.121 -0.150 -0.420 -0.193
C -0.671381 1.286876 -1.097806 -0.749 -0.396 -0.109 -0.054
C -1.033169 -2.486074 0.469644 0.166 -0.061 -0.394 -0.095
C -6.493929 5.166968 0.367009 0.073 0.020 -0.055 -0.217
C 1.447362 3.382661 4.299010 -0.059 -0.103 0.137 -0.300
C 0.213590 7.391311 1.157957 0.076 0.020 -0.053 -0.197
C -5.972128 6.186019 1.374785 -0.173 -0.144 -0.010 -0.227
C 0.964382 8.083290 0.011677 -0.083 -0.059 0.021 -0.209
C 2.990702 2.507441 2.007567 -0.338 -0.340 0.085 -0.255
C 3.993036 -5.472339 -1.614765 -0.004 -0.107 0.008 -0.229
C 1.606509 6.965077 -0.805897 0.040 0.228 0.016 -0.226
C 4.325159 -6.442618 -0.472347 0.029 0.031 -0.053 -0.211
C -1.553619 -4.787060 -5.520480 -0.051 -0.138 -0.225 -0.210
C -0.042941 -0.196775 -2.902449 -0.220 0.633 0.211 -0.056
C 1.000944 0.749669 3.023989 0.274 0.610 -0.742 -0.792
B 0.540536 -0.754535 -0.618725 -0.476 0.292 -0.130 -0.633
H -5.299703 -1.515130 2.788930 -0.172 -0.127 -0.013 0.075
H 2.452213 6.519923 -0.282545 -0.009 -0.048 -0.011 0.104
H 3.172585 -5.870047 -2.215810 -0.014 0.023 -0.018 0.120
H 5.086171 -4.984893 -3.465427 0.068 -0.076 -0.048 0.107
H -3.449915 0.684880 3.711309 0.050 0.126 0.189 0.086
H -1.320262 -5.540773 -7.546493 -0.005 -0.017 0.001 0.119
H -4.874335 3.758045 0.610882 0.002 0.015 0.022 0.111
H 1.290952 1.086266 6.284273 0.058 0.002 0.340 -0.027
H -5.644529 5.707952 2.297387 0.032 0.027 0.014 0.107
H -1.566459 6.556185 0.231175 0.014 0.026 -0.058 0.061
H -3.539734 -0.767910 4.649846 -0.090 -0.302 0.077 0.094
H 5.771777 -8.097502 -0.443895 0.059 -0.042 -0.069 0.104
H -1.060187 -2.610081 -1.723389 0.052 0.185 -0.078 0.088
H 0.932225 7.006141 1.885105 0.017 -0.004 -0.013 0.112
H 2.383703 -2.463433 0.851797 -0.382 0.007 -0.099 0.053
H 1.900185 7.262195 -1.809736 -0.026 -0.088 -0.045 0.110
H -1.686361 -3.965392 -0.846470 -0.151 -0.017 -0.004 0.138
H 4.623524 -3.373525 0.908186 0.036 -0.143 -0.043 0.060
H -0.450377 8.075060 1.682757 -0.036 -0.015 -0.001 0.120
H -2.198942 -4.023018 -7.438162 -0.003 0.019 0.009 0.120
H -6.998116 5.681296 -0.452957 -0.018 0.016 0.009 0.122
H 4.697809 -1.647919 0.473801 0.024 -0.051 -0.237 0.085
H -2.600267 -4.797878 -5.228292 0.017 0.027 0.105 0.105
H 0.219629 1.831696 -0.789984 0.059 0.127 0.099 0.067
H -0.665602 5.386429 1.221106 -0.056 -0.082 -0.093 0.101
H 3.434283 -6.737992 0.079626 -0.004 0.000 0.008 0.114
H 2.375353 -0.085780 -0.763949 0.200 0.287 -0.362 0.126
H -1.058143 -5.687077 -5.161522 0.059 0.041 0.053 0.108
H -5.496005 3.817369 -1.033754 0.006 -0.009 -0.012 0.114
H 0.238641 -1.192150 -3.213820 0.225 -0.200 0.195 0.057
H 0.260676 8.639283 -0.610243 0.008 0.010 -0.019 0.124
H -0.857760 -3.214176 1.252572 -0.034 -0.016 0.034 0.118
H -1.551815 -2.818877 2.930461 0.075 -0.080 0.148 0.112
H 0.044248 -3.418031 -8.238280 0.002 0.007 -0.012 0.120
H 1.675787 4.260799 3.703815 -0.085 0.093 -0.137 0.033
H -1.448205 1.330627 -0.340162 0.097 0.083 0.298 0.060
H -3.219526 -1.703422 2.041682 -0.026 -0.121 0.020 0.097
H -5.332186 0.210575 2.395997 -0.051 -0.029 -0.215 0.075
H -5.791335 -0.319442 3.998753 -0.174 -0.024 0.039 0.077
H -1.079053 1.791809 -1.967960 0.008 0.079 -0.137 0.095
H 3.485281 -0.121994 1.529176 -0.022 0.149 -0.121 0.105
H 0.746154 0.521331 -3.130595 0.195 -0.053 -0.178 0.101
H 3.099992 -0.624422 3.148804 -0.129 0.039 0.147 0.093
H -2.287856 -0.249371 1.984629 0.140 0.072 -0.054 0.080
H 0.376404 3.239583 4.376759 -0.128 0.076 -0.098 -0.001
H 6.032841 -4.797969 -1.963519 0.038 -0.022 -0.006 0.106
H -1.650988 -1.912214 4.370529 0.222 0.177 0.193 0.101
H 1.812638 3.535792 5.308503 0.028 0.077 0.122 0.033
H 2.502006 1.976911 1.194609 -0.074 0.096 -0.170 0.021
H 2.820557 3.568188 1.871681 0.056 0.158 -0.047 0.036
H -7.209302 4.487154 0.826090 -0.015 -0.003 0.001 0.116
H 1.711618 8.783356 0.380001 0.012 0.012 -0.008 0.118
H -1.432916 -0.464000 5.918271 -0.235 -0.175 -0.403 0.012
H 5.111561 -2.158497 2.098290 0.148 -0.082 0.067 0.086
H -3.188340 5.131465 -0.339717 0.050 0.078 -0.031 0.082
H -2.037381 -2.080026 0.539441 0.072 0.092 -0.031 0.118
H -0.856283 -1.875108 -6.531267 -0.025 0.008 0.035 0.113
H 0.828520 -2.166465 -6.013197 -0.025 0.011 0.106 0.110
H -1.476817 1.436399 4.751778 -0.290 -0.385 -0.266 -0.015
H 0.347544 -4.706656 -1.765064 0.068 -0.188 -0.006 0.104
H 3.691601 -4.495407 -1.240561 -0.049 0.061 0.019 0.095
H 0.801740 -4.413376 -6.996916 0.022 0.020 -0.002 0.123
H -6.672341 6.987806 1.594924 0.080 0.082 0.006 0.111
H -4.300818 5.844727 -1.528848 0.008 0.091 0.016 0.112
H -0.926262 0.072954 -3.473884 -0.087 0.024 -0.126 0.095
H 1.244057 -3.314583 -1.222417 0.278 0.013 0.182 0.105
H 4.307803 -8.423115 -1.400271 0.022 -0.002 -0.092 0.105
H 4.048807 2.273245 1.986443 0.189 0.159 -0.084 0.035
H 4.999765 -5.953045 0.233438 0.028 -0.012 0.001 0.111

2.
18
Properties=species:S:1:pos:R:3:forces:R:3:nbo_charge:R:1 method="wB97M-V/def2-TZVPD" total_energy_ha=-327.011689 e_above_lowest_kj_mol=314.2 homo_ha=-0.295 charge=0 homo_lumo_gap_ev=8.851
O 2.983038 0.133998 -0.048452 -0.530 -0.444 0.239 -0.638
N 0.852484 -0.796970 -0.014510 0.490 -0.009 0.297 -0.579
C -1.435109 0.137166 0.161715 0.146 0.088 0.114 -0.412
C 2.157787 -0.749079 0.280923 0.614 -1.097 -1.121 0.568
C 0.057103 0.465848 -0.041961 0.223 0.283 -0.126 -0.059
C 0.824857 1.293833 0.982775 0.361 0.709 -0.676 -0.809
C -2.093730 -0.639992 -0.988700 0.102 -0.005 -0.005 -0.610
H 2.230568 1.144178 0.275998 -2.747 0.435 2.039 0.377
H 2.542459 -1.596587 0.833976 0.056 -0.593 -0.106 0.145
H -2.005785 -0.093694 -1.935231 0.023 -0.063 0.161 0.209
H 0.377132 -1.649410 0.260263 0.111 0.250 0.137 0.400
H -1.952247 1.095678 0.289853 0.128 -0.126 -0.011 0.221
H -1.638208 -1.627039 -1.139617 -0.041 0.151 0.034 0.195
H 0.573879 2.348318 0.979875 -0.318 0.224 -0.218 0.199
H -1.568617 -0.406060 1.108994 0.091 0.085 -0.100 0.195
H 0.161191 0.925322 -1.031184 0.019 -0.133 -0.045 0.195
H -3.162744 -0.803436 -0.802143 0.251 0.058 0.030 0.217
H 0.496388 0.904985 1.989210 1.022 0.186 -0.644 0.187

3.
17
Properties=species:S:1:pos:R:3:forces:R:3:nbo_charge:R:1 method="wB97M-V/def2-TZVPD" total_energy_ha=-1121.198921 e_above_lowest_kj_mol=384.7 homo_ha=-0.361 charge=0 smiles="CO[S@@](=O)(=S)[C@@H](C)N" homo_lumo_gap_ev=9.418
S -0.541235 -0.896458 0.018744 -1.651 3.217 0.344 1.572
S -0.494804 -2.364284 -1.051537 -0.295 -1.917 -1.396 -0.316
O -1.847298 0.382315 -0.856008 2.314 -2.898 0.632 -0.671
O -0.900451 -1.023978 1.406986 -0.350 0.424 0.192 -0.888
N 1.461541 -0.134708 -1.531697 0.145 0.470 0.020 -0.790
C -2.371663 1.196130 0.093879 -1.374 2.559 2.195 -0.280
C 1.071717 0.082171 -0.200185 -0.230 2.187 0.159 -0.185
C 1.984103 -0.362068 0.940156 -2.809 -1.640 -0.354 -0.655
H 1.707909 -1.094575 -1.578543 0.629 -1.045 -0.505 0.363
H 1.901224 -1.515764 0.820211 1.648 1.687 0.565 0.222
H -3.029277 2.012087 -0.348778 0.761 -1.109 0.074 0.198
H 0.858100 1.169496 -0.055199 -0.508 -0.856 -0.136 0.227
H 0.632462 -0.057878 -2.112265 0.204 0.382 -0.398 0.380
H 2.901942 0.249723 1.003513 -0.330 -0.993 -0.071 0.254
H 1.254166 -0.182670 1.765669 1.329 0.025 0.173 0.246
H -2.937218 0.808904 0.969614 -0.347 -0.970 -1.010 0.174
H -1.651225 1.731561 0.715435 0.864 0.478 -0.484 0.151

4.
8
Properties=species:S:1:pos:R:3:forces:R:3:nbo_charge:R:1 method="wB97M-V/def2-TZVPD" total_energy_ha=-228.843927 e_above_lowest_kj_mol=689.6 homo_ha="-0.378 / -0.392" charge=0 homo_lumo_gap_ev="9.810 / 10.013"
O -0.389542 1.188480 0.011288 0.596 -1.776 -0.844 -0.466
O -0.820481 3.066970 0.277542 0.130 0.476 -0.037 -0.143
C -0.094143 -1.049942 0.052085 2.580 -2.027 1.532 -0.697
C 0.347904 0.230609 -0.311280 -2.633 5.582 2.033 0.416
H 0.792014 -1.400426 0.687554 -1.108 -0.406 -0.987 0.237
H 1.304631 0.554550 -0.581185 1.889 -0.364 -1.204 0.157
H -0.921907 -0.989726 0.698599 -1.246 0.006 0.338 0.252
H -0.218477 -1.600515 -0.834602 -0.207 -1.491 -0.831 0.244

Repeat the second record exactly.
18
Properties=species:S:1:pos:R:3:forces:R:3:nbo_charge:R:1 method="wB97M-V/def2-TZVPD" total_energy_ha=-327.011689 e_above_lowest_kj_mol=314.2 homo_ha=-0.295 charge=0 homo_lumo_gap_ev=8.851
O 2.983038 0.133998 -0.048452 -0.530 -0.444 0.239 -0.638
N 0.852484 -0.796970 -0.014510 0.490 -0.009 0.297 -0.579
C -1.435109 0.137166 0.161715 0.146 0.088 0.114 -0.412
C 2.157787 -0.749079 0.280923 0.614 -1.097 -1.121 0.568
C 0.057103 0.465848 -0.041961 0.223 0.283 -0.126 -0.059
C 0.824857 1.293833 0.982775 0.361 0.709 -0.676 -0.809
C -2.093730 -0.639992 -0.988700 0.102 -0.005 -0.005 -0.610
H 2.230568 1.144178 0.275998 -2.747 0.435 2.039 0.377
H 2.542459 -1.596587 0.833976 0.056 -0.593 -0.106 0.145
H -2.005785 -0.093694 -1.935231 0.023 -0.063 0.161 0.209
H 0.377132 -1.649410 0.260263 0.111 0.250 0.137 0.400
H -1.952247 1.095678 0.289853 0.128 -0.126 -0.011 0.221
H -1.638208 -1.627039 -1.139617 -0.041 0.151 0.034 0.195
H 0.573879 2.348318 0.979875 -0.318 0.224 -0.218 0.199
H -1.568617 -0.406060 1.108994 0.091 0.085 -0.100 0.195
H 0.161191 0.925322 -1.031184 0.019 -0.133 -0.045 0.195
H -3.162744 -0.803436 -0.802143 0.251 0.058 0.030 0.217
H 0.496388 0.904985 1.989210 1.022 0.186 -0.644 0.187